Molecular formula: C27H45N2
Method: DFT, the ωB97M-V functional and the def2-TZVPD basis

Geometry as XYZ:
```
74
Properties=species:S:1:pos:R:3:forces:R:3:mulliken_charge:R:1
C 9.449689 -0.223200 0.982903 -0.1 -0.2 0.1 -1.152
C 8.482086 -0.931638 1.923588 -0.1 0.2 0.0 -0.479
C 7.036588 -0.456945 1.771513 0.2 -0.3 -0.2 -0.605
C 6.411197 -0.841722 0.432419 -0.2 0.3 0.4 -0.603
C 4.941327 -0.435103 0.354595 0.2 -0.2 -0.4 -0.536
C 4.326343 -0.797340 -0.995453 -0.3 0.0 0.3 -0.928
C 2.828137 -0.505921 -1.083439 0.3 0.2 -0.1 -0.491
C 2.498375 0.984759 -1.023963 -0.3 -0.4 0.0 -0.895
C 1.015996 1.249447 -1.277640 0.3 0.4 0.1 -0.030
C 0.674002 2.734980 -1.178429 -0.2 -0.2 -0.2 -0.983
C -0.746308 3.062234 -1.640084 0.1 -0.1 0.4 -0.985
H -0.880244 4.145825 -1.620982 -0.1 0.1 -0.1 0.377
C -1.827222 2.418236 -0.773991 -0.1 0.3 -0.3 0.259
C -3.226528 2.842506 -1.217387 0.0 -0.4 0.1 -1.077
C -4.335148 2.086894 -0.481663 0.1 0.3 0.1 0.047
C -4.524602 2.575151 0.953931 -0.2 -0.3 -0.2 -0.399
H -3.559458 2.618849 1.460037 0.0 0.1 0.1 0.239
H -4.939186 3.582979 0.941390 0.0 0.1 0.1 0.426
C -5.468494 1.678938 1.764642 -0.1 0.9 -0.2 -1.233
N -4.861039 0.384908 1.984795 0.0 -0.8 -0.1 0.270
C -5.008612 -0.733146 1.264818 -0.2 -0.1 -0.1 0.870
N -4.154026 -1.651165 1.736447 -0.4 0.6 0.2 0.195
C -3.447441 -1.103310 2.766525 0.1 0.6 0.4 -0.479
C -3.889578 0.169666 2.921975 0.5 -0.4 0.3 -0.519
H -3.594084 0.924384 3.620869 0.0 0.2 0.1 0.508
H -2.702128 -1.649081 3.307392 0.1 -0.1 0.1 0.488
C -3.920348 -2.954707 1.152103 0.2 -0.6 -0.6 -1.227
C -3.230159 -2.814976 -0.188648 0.0 -0.1 0.0 0.305
C -3.754476 -3.423091 -1.321037 0.1 0.0 0.2 -0.493
C -3.112878 -3.292152 -2.541461 0.0 0.0 -0.1 -0.579
C -1.950644 -2.546470 -2.638646 0.0 0.0 0.0 -0.677
C -1.424681 -1.935291 -1.512147 0.0 0.0 0.0 -0.204
C -2.061964 -2.068153 -0.291455 -0.1 -0.1 0.0 -0.158
H -1.642634 -1.596053 0.586436 0.1 0.1 0.1 0.401
H -0.513349 -1.362252 -1.581763 0.1 0.1 0.0 0.491
H -1.451268 -2.445881 -3.589245 0.1 0.0 -0.1 0.450
H -3.523168 -3.774246 -3.414843 0.0 0.0 -0.1 0.414
H -4.656747 -4.012784 -1.247861 -0.1 -0.1 0.0 0.407
H -3.293327 -3.522309 1.844003 -0.2 0.1 0.0 0.434
H -4.872063 -3.479042 1.036042 0.1 0.0 0.1 0.413
C -5.959451 -0.989183 0.164168 -0.1 0.0 -0.2 -1.365
H -6.650683 -1.784691 0.445775 0.0 0.0 0.0 0.421
H -6.534229 -0.102905 -0.081797 0.0 0.0 0.0 0.390
H -5.424834 -1.317495 -0.727690 0.0 0.1 0.0 0.278
H -6.418807 1.553949 1.244949 0.0 -0.1 0.1 0.409
H -5.663894 2.127980 2.740713 -0.1 -0.2 -0.1 0.437
H -5.274967 2.209018 -1.023982 -0.1 -0.1 0.0 0.357
H -4.078133 1.024122 -0.486730 0.0 -0.1 -0.1 -0.134
H -3.323792 2.643409 -2.286028 0.0 0.1 -0.1 0.404
H -3.352910 3.915968 -1.070319 0.0 0.1 -0.1 0.353
H -1.750980 1.330566 -0.846323 0.0 -0.1 0.1 -0.164
H -1.656888 2.700745 0.267235 0.0 -0.1 0.1 0.263
H -0.872669 2.732907 -2.673719 0.0 0.0 -0.1 0.368
H 1.374210 3.296260 -1.799985 0.1 0.0 0.1 0.459
H 0.809535 3.070439 -0.147620 0.1 0.1 0.0 0.335
H 0.751567 0.888494 -2.275174 -0.1 -0.1 -0.1 0.349
H 0.428868 0.687144 -0.546891 -0.1 -0.1 0.0 0.069
H 3.090927 1.512746 -1.773515 0.1 0.1 0.0 0.348
H 2.767580 1.383712 -0.044877 0.1 0.1 0.0 0.318
H 2.312017 -1.026160 -0.271360 -0.1 -0.1 0.0 0.297
H 2.452143 -0.910799 -2.027358 -0.1 0.0 0.0 0.389
H 4.844295 -0.249991 -1.785855 0.1 0.0 -0.1 0.321
H 4.484244 -1.863418 -1.176840 0.1 0.0 -0.1 0.376
H 4.864772 0.641114 0.519239 0.0 0.1 0.1 0.286
H 4.384707 -0.935309 1.151687 -0.1 0.0 0.1 0.289
H 6.953868 -0.357137 -0.380387 0.0 0.0 -0.1 0.303
H 6.496274 -1.922097 0.292398 0.0 -0.1 -0.1 0.325
H 7.001560 0.629015 1.887844 0.0 0.1 0.1 0.298
H 6.438567 -0.893886 2.575909 -0.1 0.1 0.0 0.371
H 8.527740 -2.008782 1.747566 0.0 -0.1 0.1 0.305
H 8.799055 -0.752386 2.953680 0.0 -0.1 0.0 0.325
H 9.228241 -0.455533 -0.055423 0.0 0.0 -0.1 0.306
H 9.389583 0.854860 1.116414 0.0 0.1 0.0 0.287
H 10.470569 -0.536489 1.188013 0.1 0.0 -0.1 0.363
```
Forces are in eV/Å.

Properties
Kohn-Sham gap	9.9	eV
HOMO	-12.05	eV
SMILES	CCCCCCCCCCCCCCCCn1cc[n+](Cc2ccccc2)c1C
charge	+1
E	-1165.14796	a.u.
relative energy (zero: lowest compared OMol25 entry of this formula, charge and spin)	0.0422	eV
LUMO level	-2.173	eV